Record 1
A structure of composition C2H5NOS, computed with ωB97M-V with the def2-TZVPD basis set.

Positions of all 10 atoms, in Å:
1 H -2.417 -1.144 0.197
2 H -1.025 0.704 2.544
3 N -1.107 0.984 1.297
4 H -1.835 1.781 0.815
5 O -0.263 -0.585 -1.895
6 H 0.907 1.578 0.784
7 C -0.173 -0.351 -0.587
8 C -1.193 -0.389 0.659
9 H -0.544 -1.304 1.740
10 S 1.436 0.038 -0.027

## Properties
energy relative to the best compared isomer or geometry (same formula, charge and spin)	813.8	kJ/mol
Kohn-Sham gap	0.315	Eh
HOMO	-9.2	eV

=====

Record 2
The molecule C3H4N2, computed with ωB97M-V with the def2-TZVPD basis set.

Positions of all 9 atoms, in Å:
1 H -0.596 1.589 -2.099
2 C -0.226 -0.375 0.315
3 H -1.279 -0.350 0.007
4 H -0.411 -2.117 1.305
5 C -0.056 1.525 -1.189
6 C 0.352 -1.422 0.973
7 N 0.552 0.550 -0.502
8 H 1.234 -1.587 1.455
9 N 0.430 2.188 -0.266

## Properties
energy relative to the best compared isomer or geometry (same formula, charge and spin)	452.1	kJ/mol
Kohn-Sham gap	0.362	Eh
HOMO	-9.2	eV
SMILES	C=CN1C=N1

=====

Record 3
A structure of composition C23H50BrClFO16PSTa, computed with ωB97M-V with the def2-TZVPD basis set.

Positions of all 95 atoms, in Å:
1 H -2.316 1.748 -1.275
2 H -2.909 -1.712 -4.326
3 C 0.680 5.952 4.372
4 C -3.097 -5.560 -5.498
5 C 7.384 3.772 4.501
6 H -2.173 -2.433 -5.791
7 C -1.054 -2.875 -2.823
8 S -0.919 2.766 5.517
9 H 5.739 6.403 6.721
10 H -1.526 4.018 -1.741
11 H 2.829 5.673 4.220
12 H 3.745 6.266 7.913
13 O -1.452 -3.177 -4.063
14 O 2.066 -6.101 2.347
15 H 3.167 -7.619 1.649
16 H -4.954 3.730 -6.390
17 H -1.946 -7.861 -10.204
18 O -2.457 4.262 -3.529
19 C -2.426 2.144 -2.285
20 C 5.467 4.672 5.538
21 H -2.632 -6.220 -10.130
22 H 5.497 3.885 6.311
23 H -3.122 -7.334 -11.414
24 C 0.783 -2.990 3.254
25 H -1.722 3.225 2.639
26 H -0.935 -3.632 1.104
27 H 0.453 -4.666 -0.668
28 C -2.436 3.652 -2.207
29 H 4.798 4.296 4.746
30 H -3.346 1.753 -2.717
31 H -4.217 -8.814 -9.730
32 H 4.101 -6.142 1.979
33 O -4.666 3.808 -3.745
34 H -1.572 1.798 -2.869
35 C -1.329 -3.699 0.091
36 H 4.577 -7.918 3.685
37 H -2.354 5.483 0.962
38 H 2.532 7.377 5.976
39 C -4.624 4.749 -6.189
40 H 1.505 -2.351 2.750
41 O 6.755 4.919 5.016
42 H -2.363 -4.891 -5.940
43 H -0.231 -2.679 3.025
44 C 2.392 6.318 6.237
45 O -3.445 4.752 -5.386
46 O 3.106 -4.277 3.189
47 O 0.887 -4.342 2.770
48 C -3.979 -7.775 -9.507
49 C -1.987 -2.059 -4.789
50 H -0.734 6.784 1.216
51 O -0.052 3.224 6.582
52 H 0.960 -2.950 4.327
53 O -0.252 4.801 -0.126
54 H -3.304 4.009 -1.655
55 Cl -2.346 5.586 3.978
56 O -3.190 -6.776 -6.259
57 H -1.955 -4.591 0.030
58 C 4.931 5.969 6.125
59 C -2.843 -7.262 -10.361
60 Ta -0.491 4.338 3.431
61 H -4.067 -5.067 -5.466
62 O -3.959 -5.570 -8.003
63 H 2.862 -7.956 4.115
64 C 2.115 -4.851 2.816
65 Br 1.395 3.014 2.644
66 H 2.059 4.468 5.224
67 H 0.450 -2.896 -0.828
68 H -4.873 -7.164 -9.626
69 H 0.060 6.430 5.140
70 C -3.622 4.264 -4.144
71 C -0.166 -3.793 -0.867
72 H 0.814 6.725 3.595
73 O -0.603 -3.984 -2.238
74 O -1.098 -1.781 -2.324
75 C -3.667 -6.622 -7.489
76 C 2.039 5.536 4.970
77 H 1.535 6.284 6.918
78 H -2.774 -5.866 -4.509
79 F -2.409 3.044 6.102
80 C 3.664 -7.322 3.736
81 H -1.272 -1.239 -4.801
82 H -5.432 5.280 -5.688
83 H -1.934 -2.818 -0.112
84 O -0.954 1.358 5.201
85 H 4.753 6.662 5.295
86 H 7.968 3.241 5.266
87 H 3.481 4.718 7.141
88 H 3.830 -6.493 4.422
89 C 3.640 5.785 6.935
90 P -0.944 5.381 1.075
91 C 3.326 -6.807 2.356
92 O -3.621 -7.804 -8.109
93 H 6.662 3.075 4.059
94 H -4.340 5.250 -7.110
95 H 8.078 4.097 3.722

## Properties
Kohn-Sham gap	0.262	Eh
HOMO	-5.7	eV
net charge	-1

=====

Record 4
A cluster of 2 separate species, C6H11F in total, computed with ωB97M-V with the def2-TZVPD basis set.

Positions of all 18 atoms, in Å:
1 C -2.058 0.587 -0.416
2 C 0.809 -0.264 -1.091
3 H -0.748 0.098 2.091
4 C -2.949 -0.271 -0.891
5 C 0.165 0.175 1.467
6 H 2.553 -0.987 0.108
7 H 0.371 1.195 1.288
8 H -3.940 -0.003 -1.141
9 H -2.687 -1.320 -1.002
10 H -1.783 1.601 -0.270
11 H 0.883 -0.362 2.008
12 H 1.002 0.734 -1.391
13 H 2.251 -2.123 -1.261
14 C 2.059 -1.077 -0.864
15 H 0.297 -0.689 -2.090
16 C -0.159 -0.373 0.098
17 H 2.938 -0.623 -1.465
18 F -0.515 -1.771 -0.012

## Properties
energy relative to the best compared isomer or geometry (same formula, charge and spin)	347.6	kJ/mol
Kohn-Sham gap	0.356	Eh
HOMO	-8.7	eV

=====

Record 5
A structure of composition H24NeO12, computed with ωB97M-V with the def2-TZVPD basis set.

Positions of all 37 atoms, in Å:
1 H -2.592 2.845 -0.184
2 H -2.824 1.243 1.552
3 H -3.762 1.302 2.739
4 H -2.577 -0.835 1.757
5 H -1.252 2.918 1.885
6 O -1.439 2.359 1.131
7 H -2.561 -2.878 -0.780
8 O 1.852 -1.536 -2.495
9 O 2.899 -0.308 0.277
10 H 2.474 0.315 -2.618
11 H -0.330 -3.359 -1.552
12 O 0.690 2.770 -0.671
13 H 2.263 2.784 2.059
14 H -1.261 -2.440 -2.313
15 H -3.188 -4.253 -0.879
16 O -0.736 -2.493 -1.514
17 H 0.994 -1.714 -2.110
18 H 3.317 -1.493 1.663
19 O 2.734 1.233 -2.697
20 H 2.415 -0.557 -0.510
21 H 1.195 3.579 -0.760
22 H 0.039 2.816 -1.372
23 H -2.392 -2.214 1.161
24 H 3.795 -0.600 0.110
25 H 2.448 1.375 1.536
26 H 2.319 -2.370 -2.436
27 Ne -0.151 -0.265 0.142
28 H 3.818 -2.910 1.839
29 O -3.264 -3.417 -0.418
30 O -2.289 -1.721 1.975
31 H -3.686 2.318 -1.088
32 O -3.451 0.717 2.048
33 O 3.744 -2.072 2.294
34 O -3.245 3.126 -0.824
35 H -0.579 2.163 0.758
36 O 2.387 1.880 2.348
37 H 2.195 1.691 -2.052

## Properties
energy relative to the best compared isomer or geometry (same formula, charge and spin)	150.7	kJ/mol
Kohn-Sham gap	0.354	Eh
HOMO	-10.2	eV

=====

Record 6
A structure of composition C25H24BEuN9O, computed with ωB97M-V with the def2-TZVPD basis set.

Positions of all 61 atoms, in Å:
1 C 4.651 2.599 0.059
2 H 3.477 0.455 -4.331
3 N 0.905 -0.074 -2.484
4 N -2.946 0.396 0.769
5 N -2.174 1.447 -1.508
6 H 5.712 3.211 -1.762
7 H 3.203 -5.235 -0.306
8 H -0.051 -2.903 -2.001
9 N -3.074 1.710 1.185
10 C -3.974 -0.270 1.354
11 H -5.629 0.370 2.741
12 C 2.590 1.230 -0.312
13 C 3.523 1.927 0.538
14 C 0.684 -3.487 1.097
15 Eu -0.491 -0.418 -0.052
16 H -1.053 2.665 0.923
17 O 1.489 0.706 0.147
18 H 0.171 0.968 2.980
19 H -4.051 -1.326 1.170
20 H -1.161 0.781 5.179
21 C 2.941 1.206 -1.714
22 C 0.527 -0.511 -3.737
23 H -2.487 0.713 -3.442
24 N -2.311 2.711 -0.953
25 C -1.645 -1.307 4.817
26 C 1.848 -4.270 1.017
27 N 2.590 0.188 -3.935
28 C 2.157 0.427 -2.640
29 H 2.370 -4.639 1.913
30 C 1.738 -4.028 -1.375
31 H -2.971 4.631 -1.620
32 H -0.438 -0.974 -3.867
33 N 0.055 -3.381 2.347
34 H -2.421 -1.369 5.593
35 C -1.331 -2.420 4.045
36 N -0.012 -1.037 2.549
37 H 4.270 1.902 -3.250
38 C -0.251 0.034 3.366
39 H -1.664 -3.434 4.302
40 C -2.888 2.926 -3.102
41 C -1.066 -0.052 4.486
42 C -2.509 1.590 -2.803
43 H 1.614 -0.592 -5.681
44 C -0.392 -2.234 2.978
45 C 4.049 1.944 -2.180
46 H 2.107 -4.225 -2.389
47 H 5.325 3.119 0.761
48 H -4.537 2.835 2.239
49 N 0.089 -2.915 0.028
50 C -2.755 3.587 -1.857
51 H -2.558 3.937 1.003
52 C 4.877 2.659 -1.321
53 H 0.302 -4.140 2.985
54 B -2.194 2.813 0.585
55 C -4.189 1.866 1.897
56 H 3.305 1.900 1.600
57 C -4.797 0.609 2.090
58 C 1.567 -0.389 -4.626
59 C 2.374 -4.542 -0.236
60 H -3.089 3.362 -4.068
61 C 0.599 -3.252 -1.194

## Properties
energy relative to the best compared isomer or geometry (same formula, charge and spin)	187.9	kJ/mol
Kohn-Sham gap (spin up / spin down)	0.171 / 0.259	Eh
expectation value of S²	12.091
HOMO (spin up / spin down)	-10.1 / -10.2	eV
net charge	+1
spin multiplicity	7

=====

Record 7
A cluster of 5 separate species, C15H40O5 in total, computed with ωB97M-V with the def2-TZVPD basis set.

Positions of all 60 atoms, in Å:
1 H 1.186 -1.780 3.245
2 H -1.014 -2.400 -0.177
3 C -5.914 -2.495 1.376
4 C 1.220 -2.527 4.051
5 H -4.813 -1.986 3.730
6 O -4.768 -1.245 3.111
7 H 1.263 6.272 -2.209
8 H -4.433 -0.979 1.132
9 H 3.097 1.027 -0.800
10 H -0.079 5.801 -3.280
11 C -4.612 -1.810 1.819
12 H 3.907 3.613 -3.899
13 H 2.266 2.053 -2.952
14 C -0.841 4.878 -0.840
15 C 0.786 5.436 -2.722
16 H -3.239 -3.092 0.734
17 C -1.540 -0.024 -1.211
18 H 0.577 -2.285 4.891
19 H -0.554 5.826 -0.360
20 H -3.520 -3.611 2.447
21 H -1.718 5.206 -1.401
22 H -0.285 0.028 0.555
23 H 0.531 1.011 -1.589
24 H 2.266 -2.427 4.360
25 H 1.388 -4.738 5.088
26 H -6.048 -3.480 1.839
27 H -2.543 -2.178 2.018
28 C 0.357 4.433 -1.666
29 C 0.879 -3.865 3.363
30 H -5.856 -2.759 0.316
31 O 0.787 -4.875 4.356
32 H 1.164 4.169 -0.981
33 C 3.278 1.925 -2.556
34 H -1.716 1.025 -1.455
35 C 4.055 3.185 -2.906
36 H 2.865 -4.372 2.762
37 H 1.504 5.010 -3.422
38 H -1.080 4.195 -0.030
39 H 3.583 0.250 -3.937
40 O 0.071 3.149 -2.290
41 O 0.839 0.179 -1.215
42 H -6.782 -1.885 1.612
43 C 1.880 -4.261 2.292
44 H 1.734 -5.295 1.971
45 H -0.130 -3.752 2.956
46 H 0.379 -2.135 0.710
47 H 5.025 0.735 -3.030
48 H 0.582 -2.308 -1.017
49 H 3.689 -0.161 -2.250
50 H -0.075 3.324 -3.225
51 H -2.381 -0.312 -0.568
52 O 3.261 1.919 -1.115
53 H 3.857 3.993 -2.200
54 C 3.944 0.613 -2.971
55 C -0.246 -0.370 -0.467
56 H 5.113 2.933 -2.786
57 C -3.425 -2.771 1.760
58 H -1.596 -0.559 -2.161
59 H 1.937 -3.581 1.447
60 C -0.062 -1.870 -0.254

## Properties
energy relative to the best compared isomer or geometry (same formula, charge and spin)	138.3	kJ/mol
Kohn-Sham gap	0.381	Eh
HOMO	-9.7	eV
SMILES	CC(C)O.CC(C)O.CC(C)O.CC(C)O.CC(C)O

=====

Record 8
A cluster of 2 separate species, CH4NO2 in total, computed with ωB97M-V with the def2-TZVPD basis set.

Positions of all 8 atoms, in Å:
1 O 0.765 -0.271 1.344
2 H 0.025 1.976 -1.951
3 N 0.663 1.214 -1.764
4 O -1.077 -0.520 0.076
5 H 0.650 0.626 -2.585
6 C -0.337 -0.769 1.052
7 H -0.733 -1.566 1.742
8 H 0.341 0.705 -0.935

## Properties
energy relative to the best compared isomer or geometry (same formula, charge and spin)	1.7	kJ/mol
Kohn-Sham gap	0.323	Eh
HOMO	-4.0	eV
net charge	-1